A molecular structure, C26H32Cl4CsF7KN4NaO12S3 in a non-equilibrium geometry. Source: the OMol25 dataset; level of theory: ωB97M-V/def2-TZVPD.

Structure (XYZ):
```
91
Properties=species:S:1:pos:R:3
C 5.401 -2.050 -1.557
C 3.885 -2.260 -1.761
C 2.969 -1.256 -1.000
Cl 3.740 -0.458 0.423
C 1.656 -1.919 -0.507
C 1.714 -3.159 0.225
C 0.477 -3.771 0.684
S 0.586 -5.327 1.577
C -0.776 -3.142 0.453
C -2.031 -3.840 0.976
C -2.256 -5.065 0.015
N -2.029 -4.823 -1.212
N -0.813 -1.949 -0.212
C -2.187 -1.277 -0.405
C -3.018 -1.658 -1.449
C -4.335 -1.096 -1.713
C -4.759 -0.061 -0.802
C -3.865 0.245 0.234
N -2.625 -0.268 0.483
C 0.448 -1.358 -0.707
F 0.391 -0.098 -1.440
H 5.800 -1.214 -2.165
H 5.711 -1.991 -0.502
H 5.893 -2.959 -1.978
H 3.692 -2.100 -2.846
H 3.643 -3.387 -1.576
H 2.646 -0.449 -1.691
H 2.688 -3.623 0.415
H 0.276 -5.056 2.876
H -1.783 -4.189 1.996
H -2.914 -3.181 1.048
H -2.557 -6.065 0.370
H -2.162 -5.670 -1.771
H -2.664 -2.466 -2.107
H -4.966 -1.438 -2.537
H -5.732 0.442 -0.904
H -4.209 1.007 0.954
N -7.109 5.015 -2.213
S -7.693 4.049 -1.115
O -7.007 2.801 -0.945
O -9.108 4.035 -0.941
F -7.228 4.848 0.185
S -7.327 4.474 -3.676
O -6.521 5.161 -4.649
O -8.664 4.171 -4.071
F -6.628 3.023 -3.650
Na 6.330 -3.080 0.621
Cl 4.107 -5.000 -2.181
C 4.663 3.053 1.886
C 5.046 3.921 0.695
O 5.967 4.935 0.989
C 7.394 4.574 1.023
O 7.769 3.941 -0.051
C 7.795 3.821 2.336
F 7.147 4.324 3.427
F 9.110 3.974 2.601
F 7.557 2.489 2.339
H 4.560 3.636 2.796
H 3.728 2.536 1.684
H 5.421 2.289 2.066
H 4.141 4.442 0.372
H 5.365 3.310 -0.158
H 7.849 5.575 1.200
K 3.075 -1.498 -4.437
C 3.266 7.711 2.067
C 2.604 7.623 3.418
O 1.956 6.351 3.363
C 2.617 5.600 2.441
O 2.438 4.433 2.274
O 3.499 6.344 1.745
H 4.200 8.269 2.092
H 2.613 8.147 1.308
H 3.325 7.617 4.238
H 1.884 8.420 3.586
C -0.797 -4.040 -5.725
Cl -0.443 -2.797 -4.505
Cl -0.598 -5.660 -5.063
H -1.823 -3.917 -6.057
H -0.118 -3.915 -6.561
F -6.189 6.992 -5.419
C -6.050 -4.990 3.167
C -5.860 -6.144 2.215
O -4.436 -6.239 2.128
C -3.918 -5.692 3.250
O -2.769 -5.764 3.562
O -4.868 -5.051 3.970
H -6.943 -5.091 3.779
H -6.078 -4.026 2.655
H -6.253 -7.084 2.607
H -6.301 -5.957 1.238
Cs -0.632 0.971 0.212
```

Results
Orbital gap, Ha: 0.04220
HOMO energy, eV: -5.46
Molecular weight, g mol⁻¹: 1158.55
Energy relative to the best compared isomer or geometry (same formula, charge and spin), kJ/mol: 251.07